Entry 1:
{
  "formula": "C5H8OS",
  "method": "ωB97M-V/def2-TZVPD",
  "elements": ["C", "C", "C", "C", "C", "O", "S", "H", "H", "H", "H", "H", "H", "H", "H"],
  "positions_angstrom": [[1.04531, 1.07653, 0.16620], [-0.23214, 1.34084, 0.36916], [-1.83933, 0.00136, -1.31041], [1.52200, -0.30179, 0.01056], [0.78868, -1.29102, 0.89562], [-2.09022, -0.41852, 1.22317], [-1.18083, -0.19365, 0.16869], [1.67745, 1.84826, -0.14619], [-0.72723, 2.25403, 0.58148], [-2.88098, -0.25619, -1.39705], [-1.32165, 0.44370, -2.17850], [1.29991, -0.75045, -1.00539], [2.60276, -0.31969, 0.13424], [0.74910, -2.40337, 0.48125], [0.58718, -1.03003, 2.00717]],
  "forces_ev_per_a": [[-1.2, 0.5, -0.7], [0.3, -2.1, 0.2], [0.3, 0.3, -0.3], [0.6, -2.5, -0.5], [-2.7, 0.0, -0.8], [-2.4, -0.8, 2.2], [2.9, 1.2, -0.9], [1.3, 1.2, 0.3], [-0.4, 0.6, -0.3], [0.0, -0.5, 0.0], [-0.1, -0.4, 0.9], [0.6, 0.9, 0.6], [0.2, -0.1, 0.0], [0.1, 2.5, 1.4], [0.6, -0.8, -2.0]],
  "lowdin_charge": [-0.175, -0.168, -0.254, -0.337, -0.074, -0.409, 0.746, 0.094, 0.087, 0.011, 0.032, 0.128, 0.106, 0.113, 0.101],
  "total_charge": 0,
  "e_above_lowest_kcal_mol": 128.4,
  "orbital_gap_ev": [7.762, 7.764],
  "e_lumo_ev": [0.13, 0.14],
  "homo_ev": [-7.6, -7.6]
}

Entry 2:
{
  "formula": "C5H8OS",
  "method": "ωB97M-V/def2-TZVPD",
  "elements": ["C", "C", "C", "C", "C", "O", "S", "H", "H", "H", "H", "H", "H", "H", "H"],
  "positions_angstrom": [[0.01375, 1.44182, -1.07912], [0.69382, 1.45280, -2.05117], [0.85987, -1.85746, 0.34127], [-0.84602, 1.43748, 0.06133], [-1.24710, 0.01346, 0.39152], [0.95134, 0.23766, 1.93617], [0.03288, -0.81118, 1.56825], [1.59830, -2.55468, 0.93635], [1.60999, 1.41040, -2.76401], [0.16276, -2.51680, -0.27493], [1.65669, -1.40677, -0.24741], [-0.17711, 1.99640, 0.90745], [-1.77265, 2.08549, -0.12377], [-2.18392, -0.19420, 0.87980], [-1.35259, -0.73442, -0.48172]],
  "forces_ev_per_a": [[-0.6, 0.3, 0.0], [3.8, -0.3, -2.7], [1.6, -2.7, 0.6], [-0.3, 1.8, 1.7], [0.5, -2.6, -0.4], [1.7, 1.7, 0.8], [-1.9, -1.2, -1.7], [-1.9, 0.9, -0.6], [-2.6, 0.2, 1.6], [0.9, 1.0, 0.9], [-0.7, 0.9, -0.5], [-1.9, -1.7, -1.5], [1.3, -0.9, 0.3], [-0.4, 0.9, 0.6], [0.6, 1.6, 0.8]],
  "lowdin_charge": [-0.224, 0.086, -0.300, -0.276, -0.319, -0.540, 0.840, 0.076, 0.079, 0.070, 0.041, 0.165, 0.139, 0.056, 0.106],
  "total_charge": 0,
  "e_above_lowest_kcal_mol": 89.2,
  "orbital_gap_ev": 9.789,
  "e_lumo_ev": 0.76,
  "homo_ev": -9.0
}

Entry 3:
{
  "formula": "C5H8OS2",
  "method": "ωB97M-V/def2-TZVPD",
  "elements": ["C", "C", "C", "C", "C", "H", "H", "H", "H", "H", "H", "H", "H", "O", "S", "S"],
  "positions_angstrom": [[1.02333, 0.72691, 0.62288], [1.25362, -0.78581, 0.08244], [-1.18836, -1.08435, -0.66749], [-1.32943, -0.23203, 0.66021], [-0.42995, 0.84030, 0.06794], [0.78830, 2.56590, -1.52784], [1.14031, 0.81917, 1.66736], [2.42475, -0.78690, -0.13160], [1.02082, -1.52177, 0.83188], [-1.64190, -0.64392, -1.53021], [-1.69038, -2.12655, -0.48955], [-1.29473, -0.87040, 1.56458], [-0.51378, 1.01660, -0.83906], [0.30528, -1.09492, -0.90285], [2.16159, 1.68486, -0.27467], [-2.02947, 1.49292, 0.86598]],
  "forces_ev_per_a": [[-2.1, -1.9, -2.7], [0.7, 0.6, 1.9], [-0.3, -1.9, 2.8], [-0.3, 0.4, -3.2], [0.7, 0.0, 12.9], [2.7, -1.5, 2.3], [-0.1, 0.2, 1.2], [-2.8, -0.8, -0.7], [0.6, -0.1, 1.2], [0.0, 0.4, -0.5], [1.6, 1.4, -0.6], [0.8, 1.1, -0.4], [-0.5, 1.2, -8.3], [-0.7, -0.9, -2.5], [-1.6, 3.3, -2.9], [1.3, -1.4, -0.6]],
  "lowdin_charge": [-0.687, -0.259, -0.117, -0.476, -0.589, 0.161, 0.086, 0.132, 0.103, 0.110, 0.143, 0.119, -0.045, -0.186, 0.693, 0.814],
  "total_charge": 0,
  "e_above_lowest_kcal_mol": 168.0,
  "orbital_gap_ev": 7.633,
  "e_lumo_ev": -1.25,
  "homo_ev": -8.9
}

Entry 4:
{
  "formula": "C5H8OS2",
  "method": "ωB97M-V/def2-TZVPD",
  "elements": ["C", "C", "S", "C", "C", "O", "C", "S", "H", "H", "H", "H", "H", "H", "H", "H"],
  "positions_angstrom": [[-0.78670, -0.55482, 1.68439], [-1.33080, 0.36637, 0.59916], [-0.34345, 1.91516, 0.46978], [1.17580, 1.17711, -0.22411], [1.14314, 0.19272, -1.42042], [2.10257, 0.20826, -2.13852], [0.08712, -0.97925, -1.49383], [-1.62668, -0.47924, -1.02551], [-1.41731, -1.39086, 1.74829], [0.29062, -0.76274, 1.57846], [-0.91458, 0.02247, 2.63982], [-2.36423, 0.72478, 0.81841], [1.78432, 2.08958, -0.50324], [1.74922, 0.66503, 0.54847], [0.07525, -1.40312, -2.50627], [0.37571, -1.79147, -0.77487]],
  "forces_ev_per_a": [[0.3, 2.4, 0.9], [-0.3, 0.3, -0.7], [-0.1, -1.0, -0.5], [0.2, 1.2, -0.4], [-0.4, -0.6, 1.0], [-0.1, -0.1, -0.6], [0.3, 0.6, 1.0], [0.6, 0.3, 0.1], [-0.4, -1.5, 0.1], [-0.6, -0.2, -0.1], [0.3, -0.6, -0.7], [0.7, -0.3, 0.1], [-0.5, -1.2, 0.0], [0.0, -0.1, 0.1], [0.0, 0.3, 0.3], [0.1, 0.8, -0.7]],
  "lowdin_charge": [-0.177, -0.919, 0.829, -0.421, -0.452, 0.086, -0.382, 0.816, 0.051, 0.072, 0.091, 0.064, 0.096, 0.077, 0.080, 0.090],
  "smiles": "CC1SCC(=O)CS1",
  "total_charge": 0,
  "e_above_lowest_kcal_mol": 12.6,
  "orbital_gap_ev": 9.166,
  "e_lumo_ev": 0.61,
  "homo_ev": -8.6
}

Entry 5:
{
  "formula": "C5H8OS2",
  "method": "ωB97M-V/def2-TZVPD",
  "elements": ["C", "O", "C", "S", "C", "C", "C", "S", "H", "H", "H", "H", "H", "H", "H", "H"],
  "positions_angstrom": [[-1.65554, -0.13097, -0.68390], [-1.72417, -1.26536, 0.14864], [-0.32785, -1.29506, 0.74539], [1.14868, -1.48955, -0.18250], [1.54557, 0.19783, -0.40365], [1.79301, 1.34817, 0.56712], [0.59330, 1.36289, -0.40223], [-1.16971, 1.39877, 0.20630], [-0.94091, -0.34161, -1.41832], [-2.67218, -0.11510, -1.18345], [-0.12336, -0.42043, 1.44588], [-0.56522, -2.22929, 1.21304], [2.07832, 0.30596, -1.31132], [1.43899, 1.25088, 1.63820], [2.47614, 2.03996, 0.23870], [0.74716, 2.18798, -1.12900]],
  "forces_ev_per_a": [[-3.3, -0.2, 0.1], [3.1, 1.7, 0.2], [-2.2, -0.9, 1.7], [-0.3, -0.4, -0.3], [-0.4, 1.7, -0.2], [-3.4, -2.3, 1.1], [-0.7, 1.7, 0.7], [1.1, -0.5, -1.2], [1.2, 0.2, -1.3], [1.1, 0.7, 0.6], [-0.9, -1.4, -0.7], [1.1, -0.5, 1.2], [1.0, -0.2, -0.6], [1.1, 0.1, -1.3], [1.9, 1.4, 0.1], [-0.3, -1.1, 0.0]],
  "lowdin_charge": [-0.527, -0.218, -0.521, 0.960, -0.612, -0.109, -0.548, 0.901, 0.043, 0.113, 0.066, 0.075, 0.081, 0.128, 0.067, 0.101],
  "smiles": "C1OCS[C@@H]2C[C@@H]2S1",
  "total_charge": 0,
  "e_above_lowest_kcal_mol": 67.3,
  "orbital_gap_ev": 9.795,
  "e_lumo_ev": 0.71,
  "homo_ev": -9.1
}

Entry 6:
{
  "formula": "C5H8S",
  "method": "ωB97M-V/def2-TZVPD",
  "elements": ["C", "C", "C", "C", "S", "C", "H", "H", "H", "H", "H", "H", "H", "H"],
  "positions_angstrom": [[-1.65093, 0.01418, 1.52203], [-0.55265, 0.05685, 1.07496], [0.67174, 0.16684, 0.20774], [1.74463, -0.60531, 1.03032], [0.37480, -0.66048, -1.35164], [-1.03711, 0.30037, -1.99585], [-2.51952, 0.13406, 2.05720], [1.01455, 1.24105, 0.21217], [2.61468, -0.02843, 0.80909], [1.70701, -1.60874, 0.75391], [1.54974, -0.46707, 2.07097], [-1.50892, -0.21028, -2.87890], [-0.69657, 1.23217, -2.26129], [-1.71146, 0.43479, -1.25071]],
  "forces_ev_per_a": [[0.0, 0.1, 0.4], [1.4, 0.7, -2.4], [-1.0, 0.1, 2.8], [-0.4, 2.4, -0.9], [0.0, 0.1, -0.7], [1.2, -2.5, -1.9], [-1.5, -0.1, 0.7], [-0.7, -1.0, -0.6], [1.4, -0.6, -0.2], [0.5, -1.7, -0.3], [-0.2, -0.1, 0.7], [0.6, 0.4, 1.0], [0.8, 2.2, -1.0], [-2.2, 0.0, 2.2]],
  "lowdin_charge": [0.117, -0.192, -0.674, -0.116, 0.859, -0.359, 0.009, 0.130, 0.067, 0.046, 0.071, 0.068, 0.001, -0.024],
  "smiles": "C#C[C@@H](C)SC",
  "total_charge": 0,
  "e_above_lowest_kcal_mol": 56.6,
  "orbital_gap_ev": 9.792,
  "e_lumo_ev": 1.02,
  "homo_ev": -8.8
}

Entry 7:
{
  "formula": "C5H8S",
  "method": "ωB97M-V/def2-TZVPD",
  "elements": ["C", "C", "S", "C", "C", "C", "H", "H", "H", "H", "H", "H", "H", "H"],
  "positions_angstrom": [[0.10474, -1.80807, -0.11778], [0.37751, -0.22234, -0.09108], [1.97955, 0.31571, -0.86040], [-0.87093, 0.51554, -0.18700], [-0.54365, 1.84228, 0.37802], [-0.10522, 0.53516, 1.05426], [0.74482, -2.25439, 0.65275], [0.42624, -1.99690, -1.11184], [-0.94125, -1.89215, 0.05130], [1.75852, -0.07867, -2.09970], [-1.77093, -0.08279, -0.38058], [0.16977, 2.44391, -0.17381], [-1.19862, 2.56844, 0.87892], [-0.13054, 0.11426, 2.00695]],
  "forces_ev_per_a": [[1.8, 3.4, 0.9], [1.5, -1.3, -0.9], [-0.5, 0.0, 0.9], [-2.7, -0.6, -0.6], [0.9, 0.3, 0.3], [1.0, 1.2, -0.3], [-0.3, -0.3, -0.4], [0.0, -1.2, -0.7], [-0.7, -0.7, 0.1], [-0.2, -0.2, -0.6], [0.0, 1.1, 0.0], [0.5, -0.3, 0.0], [-0.5, -1.1, 0.0], [-0.8, -0.2, 1.5]],
  "lowdin_charge": [-0.033, -0.731, 0.754, -0.212, -0.056, -0.180, 0.084, 0.048, 0.057, -0.169, 0.138, 0.073, 0.108, 0.119],
  "smiles": "C[C@@]1(S)[C@@H]2C[C@@H]21",
  "total_charge": 0,
  "e_above_lowest_kcal_mol": 60.3,
  "orbital_gap_ev": 9.953,
  "e_lumo_ev": 0.99,
  "homo_ev": -9.0
}

Entry 8:
{
  "formula": "C5H8S",
  "method": "ωB97M-V/def2-TZVPD",
  "elements": ["C", "S", "C", "C", "C", "C", "H", "H", "H", "H", "H", "H", "H", "H"],
  "positions_angstrom": [[0.62330, 1.37803, -0.41858], [-0.62521, 1.02610, -1.68337], [-1.19822, -0.52070, -0.84914], [-0.58295, -0.35657, 0.49929], [0.55176, -0.93800, 1.28379], [0.90681, -0.00691, 0.16069], [1.40243, 1.83762, -1.01650], [0.33833, 2.09274, 0.38985], [-2.31997, -0.47513, -0.84490], [-0.91497, -1.45152, -1.38956], [-1.08166, 0.43597, 1.02689], [0.71958, -0.51552, 2.31653], [0.88056, -1.92408, 1.19232], [1.30023, -0.58204, -0.66730]],
  "forces_ev_per_a": [[1.0, 0.9, 1.5], [-0.6, -0.1, -0.3], [-1.6, -1.1, -0.3], [0.7, -1.1, -0.3], [0.0, 2.7, 2.0], [-0.6, 0.4, -1.0], [0.6, 0.0, 0.3], [-0.1, -0.4, -0.8], [0.9, -0.1, 0.1], [0.1, 0.8, 0.3], [0.2, 0.4, 0.2], [-0.8, -0.7, -1.0], [0.6, -1.3, -0.4], [-0.3, -0.4, -0.2]],
  "lowdin_charge": [-0.477, 0.831, -0.440, -0.329, -0.055, -0.285, 0.052, 0.091, 0.078, 0.089, 0.123, 0.124, 0.083, 0.115],
  "smiles": "C1SC[C@H]2C[C@H]12",
  "total_charge": 0,
  "e_above_lowest_kcal_mol": 61.4,
  "orbital_gap_ev": 9.568,
  "e_lumo_ev": 1.06,
  "homo_ev": -8.5
}

Entry 9:
{
  "formula": "C5H8S",
  "method": "ωB97M-V/def2-TZVPD",
  "elements": ["C", "C", "C", "C", "S", "C", "H", "H", "H", "H", "H", "H", "H", "H"],
  "positions_angstrom": [[-1.77545, 0.24080, -0.32898], [-0.33842, 0.30412, 0.05195], [0.49496, 1.32360, 0.22120], [1.73356, 0.13635, 0.68990], [3.24192, 0.04079, -0.26166], [0.58780, -0.84518, 0.35812], [-1.87253, 0.17713, -1.41242], [-2.30029, 1.12727, 0.01800], [-2.23529, -0.64275, 0.10544], [0.49241, 2.39044, 0.16942], [1.98533, 0.24702, 1.73431], [2.66791, -0.42690, -1.36860], [0.28615, -1.49697, 1.18174], [0.81544, -1.47386, -0.50294]],
  "forces_ev_per_a": [[0.1, 0.0, 0.0], [-0.2, 0.1, 0.0], [2.8, -2.8, 1.1], [-2.3, 2.7, -1.2], [0.1, 0.0, 0.2], [0.0, -0.1, 0.1], [-0.1, 0.0, -0.1], [-0.1, 0.0, -0.1], [-0.2, -0.1, 0.0], [-0.1, 0.4, -0.1], [0.0, -0.1, 0.2], [-0.1, 0.0, -0.2], [0.0, 0.0, 0.0], [0.0, -0.1, 0.0]],
  "lowdin_charge": [-0.051, -0.353, 0.048, -0.598, 0.712, -0.196, 0.080, 0.077, 0.075, 0.076, 0.068, -0.146, 0.111, 0.097],
  "smiles": "CC1=C[C@H](S)C1",
  "total_charge": 0,
  "e_above_lowest_kcal_mol": 40.3,
  "orbital_gap_ev": 9.576,
  "e_lumo_ev": 0.99,
  "homo_ev": -8.6
}

Entry 10:
{
  "formula": "C5H8S",
  "method": "ωB97M-V/def2-TZVPD",
  "elements": ["C", "C", "C", "C", "C", "S", "H", "H", "H", "H", "H", "H", "H", "H"],
  "positions_angstrom": [[-0.10618, 0.71066, -0.88674], [-0.42647, -0.30016, 0.28697], [0.29446, 2.12833, -0.31231], [0.53173, 0.10828, 1.47374], [-0.26095, -1.71690, -0.02700], [0.87221, 1.83063, 1.24427], [0.66808, 0.33645, -1.55268], [-0.99759, 0.95068, -1.48593], [-1.35589, 0.02822, 0.67681], [-0.20569, 2.94653, -0.72979], [1.28704, -0.65056, 1.76899], [-0.93488, -2.16276, -0.92623], [-0.27617, -2.33877, 0.78764], [0.91031, -1.87065, -0.31774]],
  "forces_ev_per_a": [[-0.7, 0.9, 0.4], [1.9, 2.9, 0.3], [0.2, -4.3, 0.9], [0.0, 1.3, -2.1], [2.0, -1.4, -4.8], [0.2, -0.9, 0.6], [0.2, -0.1, -0.1], [0.1, -0.7, 0.0], [-1.5, -0.3, 0.2], [-0.3, 1.5, 0.1], [-0.3, 1.0, 0.2], [1.6, 1.1, 2.2], [-0.8, -1.5, 2.1], [-2.7, 0.4, 0.0]],
  "lowdin_charge": [-0.228, -0.488, -0.414, -0.343, -0.123, 0.910, 0.098, 0.102, 0.110, 0.027, 0.060, 0.132, 0.025, 0.133],
  "total_charge": 0,
  "e_above_lowest_kcal_mol": 80.6,
  "orbital_gap_ev": [8.110, 7.491],
  "e_lumo_ev": [0.27, 0.04],
  "homo_ev": [-7.8, -7.5]
}

Entry 11:
{
  "formula": "C5H8S",
  "method": "ωB97M-V/def2-TZVPD",
  "elements": ["C", "C", "C", "C", "S", "C", "H", "H", "H", "H", "H", "H", "H", "H"],
  "positions_angstrom": [[1.94624, -0.32363, -0.18542], [0.38618, -0.21270, 0.00898], [-0.14238, 1.04040, -0.02279], [-1.63432, 1.11388, 0.04632], [-2.16807, -0.63394, -0.22040], [-0.60095, -1.32579, 0.20573], [2.16123, 0.04646, -1.24607], [2.37454, -1.30827, -0.04886], [2.35225, 0.41214, 0.50086], [0.51470, 1.92311, -0.06114], [-2.21070, 1.51033, -0.80944], [-2.04995, 1.49494, 0.97386], [-0.33828, -2.23392, -0.41101], [-0.59049, -1.50302, 1.26938]],
  "forces_ev_per_a": [[-1.7, 0.8, -1.2], [1.1, 2.2, -0.8], [0.6, -1.2, -0.1], [-1.0, -0.9, -0.8], [-0.9, 0.1, 0.0], [1.4, -0.5, -0.5], [-0.1, -0.7, 1.4], [0.0, -0.1, 0.1], [0.5, -0.2, 0.1], [-0.5, -0.4, 0.0], [0.9, 0.8, 0.4], [0.1, 0.2, 0.2], [-0.5, 0.8, 0.8], [0.1, -0.9, 0.4]],
  "lowdin_charge": [-0.046, -0.338, -0.148, -0.438, 0.837, -0.497, 0.098, 0.059, 0.061, 0.115, 0.060, 0.065, 0.103, 0.071],
  "smiles": "CC1=CCSC1",
  "total_charge": 0,
  "e_above_lowest_kcal_mol": 16.1,
  "orbital_gap_ev": 9.351,
  "e_lumo_ev": 1.00,
  "homo_ev": -8.4
}

Entry 12:
{
  "formula": "C5H8S3",
  "method": "ωB97M-V/def2-TZVPD",
  "elements": ["C", "C", "C", "S", "C", "S", "C", "S", "H", "H", "H", "H", "H", "H", "H", "H"],
  "positions_angstrom": [[0.02573, -2.56184, 0.71225], [0.20470, -1.34704, -0.20005], [-0.96814, -0.39813, -0.36937], [-2.54524, -0.54377, -0.26768], [-0.01503, 0.77510, -0.40296], [-0.48198, 2.33392, 0.40776], [1.01410, -0.13957, 0.27379], [2.72875, 0.08654, -0.29849], [0.90152, -3.09602, 0.85935], [-0.68596, -3.29023, 0.31448], [-0.26162, -2.21844, 1.70357], [0.56137, -1.68489, -1.19532], [0.26317, 0.94871, -1.41601], [-1.83241, 2.14220, 0.27731], [0.95711, 0.02141, 1.40882], [3.30422, -0.82102, 0.50043]],
  "forces_ev_per_a": [[-1.4, 1.1, -0.2], [-0.2, -1.3, -0.2], [0.5, -0.2, 0.0], [-0.4, 0.0, 0.0], [-0.5, 0.5, 0.9], [-0.5, -0.3, -0.2], [0.7, 0.5, 1.6], [-0.3, 0.0, 0.0], [2.1, -0.9, 0.0], [-0.2, 0.4, 0.1], [-0.4, -0.1, 0.0], [-0.1, 0.3, 0.4], [0.3, 0.2, -1.0], [0.7, 0.0, 0.0], [0.0, -0.4, -1.6], [-0.1, 0.0, 0.0]],
  "lowdin_charge": [-0.051, -0.379, -0.793, 0.789, -0.705, 0.734, -0.665, 0.753, 0.048, 0.086, 0.086, 0.156, 0.095, -0.145, 0.136, -0.145],
  "smiles": "C[C@H]1C(=S)[C@@H](S)[C@@H]1S",
  "total_charge": 0,
  "e_above_lowest_kcal_mol": 22.3,
  "orbital_gap_ev": 8.580,
  "e_lumo_ev": -0.40,
  "homo_ev": -9.0
}